Below is a 2-piece molecular cluster, C3H10O3 overall, with properties calculated with wB97M-V/def2-TZVPD.

Calculated values
Energy relative to the best compared isomer or geometry (same formula, charge and spin) in eV: 1.2101
Gap between HOMO and LUMO in Ha: 0.3964
Electronic energy in eV: -9414.32285
Lowest unoccupied orbital energy in Ha: 0.024
SMILES string: OCCCO.O

Each line ends with the natural charge from an NBO analysis.
Element x y z (Å)
O1 -1.50080 0.89722 -0.55818  -0.73
C1 -0.08059 0.56333 -0.64859  -0.06
C2 0.51502 -0.62761 0.05245  -0.45
C3 1.48671 -1.37871 -0.93366  -0.05
O2 2.74706 -0.72662 -0.78860  -0.73
H1 -1.74699 1.03570 -1.45847  0.47
H2 0.63541 1.36532 -0.45873  0.18
H3 -0.08112 0.30753 -1.71456  0.14
H4 -0.28021 -1.35195 0.31093  0.21
H5 1.08144 -0.46530 0.97821  0.23
H6 1.13219 -1.28626 -1.95527  0.16
H7 1.47085 -2.43562 -0.61362  0.17
H8 2.98630 -0.29153 -1.61220  0.47
O3 -2.60640 1.04905 2.75315  -0.95
H9 -2.95844 0.17469 2.93418  0.47
H10 -2.61460 1.18567 1.79432  0.49

Atoms 1-3, force components in eV/Å:
O 1.063 -0.208 2.125
C -0.116 0.133 -1.572
C -0.878 -2.184 -0.268


Below is a 3-piece molecular cluster, C5H15N6O3 overall, with properties calculated with wB97M-V/def2-TZVPD.

Calculated values
Net charge: +1
Energy relative to the best compared isomer or geometry (same formula, charge and spin) in eV: 0.8670
Gap between HOMO and LUMO in Ha: 0.3093
Electronic energy in eV: -20503.55554
Lowest unoccupied orbital energy in Ha: -0.122

Each line ends with the natural charge from an NBO analysis.
Element x y z (Å)
C1 1.34082 -1.00481 -0.68320  0.61
C2 5.30392 2.36327 0.26723  1.02
C3 2.41547 -2.02676 -0.25668  0.02
C4 -1.67802 1.92692 -0.95951  0.00
C5 -2.07444 1.34101 0.18327  0.11
N1 3.58811 -1.42490 0.35128  -0.83
N2 -0.34508 2.13947 -1.20082  -0.86
N3 1.33658 0.19818 -0.26233  -0.82
N4 -3.51203 0.91452 0.31276  -0.73
N5 1.77163 -2.86783 0.76417  -0.85
N6 -1.40941 0.50062 1.11518  -0.87
O1 6.21319 2.15346 0.89723  -0.49
O2 0.51595 -1.52796 -1.50912  -0.61
O3 4.35902 2.63138 -0.31733  -0.53
H1 2.82386 -2.49158 -1.16319  0.20
H2 3.45165 -1.33125 1.42878  0.37
H3 4.28580 -2.03893 0.32704  0.36
H4 0.36666 1.40771 -0.78445  0.44
H5 -0.08276 2.90773 -1.96202  0.42
H6 2.21829 0.39404 0.42761  0.43
H7 -2.34936 2.31113 -1.67422  0.21
H8 -4.28591 1.59847 -0.08263  0.45
H9 -3.69365 0.07480 -0.28212  0.43
H10 2.06689 -3.91471 0.78035  0.38
H11 -0.08899 -0.83756 -1.70432  0.49
H12 0.80344 -2.96427 0.58506  0.36
H13 -3.56658 0.63628 1.39640  0.48
H14 -0.50395 0.24372 0.67517  0.41
H15 -1.30590 1.12831 1.93372  0.39

Atoms 1-3, force components in eV/Å:
C 4.338 0.356 2.453
C -1.329 0.630 -0.560
C 0.458 -0.004 1.016


Below is an isolated ion of composition C8H14NS and charge +1, with properties calculated with wB97M-V/def2-TZVPD.

Calculated values
Net charge: +1
Energy relative to the best compared isomer or geometry (same formula, charge and spin) in eV: 6.2909
Gap between HOMO and LUMO (spin up / spin down) in Ha: 0.1839 / 0.1840
Electronic energy in eV: -20835.53083
Lowest unoccupied orbital energy (spin up / spin down) in Ha: -0.218 / -0.218

Each line ends with the natural charge from an NBO analysis.
Element x y z (Å)
C1 -0.61473 -0.12208 -1.07468  0.11
C2 -0.59113 1.16350 -0.27961  -0.51
C3 0.59270 1.39533 0.61734  -0.38
C4 0.65399 0.35050 1.73680  -0.42
C5 2.06588 0.17997 2.16528  -0.46
C6 -2.36349 -1.52265 -2.32852  -0.23
C7 -3.20336 -0.38141 -1.66947  -0.25
C8 2.94171 -0.49720 1.08953  -0.12
N1 -1.74221 -0.49454 -1.49397  -0.38
S1 2.25239 -1.66413 0.10530  0.47
H1 -0.47448 1.84939 -1.10923  0.25
H2 -1.57977 1.28240 0.43987  0.20
H3 1.60539 1.34053 0.14767  0.18
H4 0.40393 2.42043 1.01898  0.23
H5 0.10918 0.65481 2.53331  0.23
H6 0.12899 -0.56417 1.45733  0.22
H7 2.53537 1.11271 2.22476  0.25
H8 2.13372 -0.35618 3.03499  0.27
H9 -2.37973 -2.63350 -2.02321  0.24
H10 -2.31164 -1.24152 -3.42565  0.22
H11 -3.41679 0.35573 -2.41731  0.22
H12 -3.87440 -0.47477 -0.88124  0.23
H13 4.07608 -0.35685 1.05263  0.27
H14 3.05240 -1.79628 -0.92092  0.16

Atoms 1-3, force components in eV/Å:
C 1.625 0.422 1.162
C -2.009 -0.908 0.774
C 0.249 0.071 0.555


Below is a 6-piece molecular cluster, C23H43Br2N8O5 overall, with properties calculated with wB97M-V/def2-TZVPD.

Calculated values
Net charge: +1
Gap between HOMO and LUMO in Ha: 0.2094
Electronic energy in eV: -186774.56058
Lowest unoccupied orbital energy in Ha: -0.168

Each line ends with the Löwdin charge.
Element x y z (Å)
C1 2.85152 -4.58774 1.96782  0.13
C2 3.08546 -3.60032 0.96343  0.00
C3 3.92472 -2.43781 0.10189  -0.10
N1 4.76248 -2.84146 -1.10335  0.09
C4 5.33124 -1.47114 -1.52477  0.05
C5 4.79398 -0.27716 -0.48842  -0.11
N2 5.12420 1.20443 -0.49057  0.07
N3 3.85986 -0.98430 0.51618  -0.04
C6 3.07693 -0.32090 1.64936  -0.63
Br1 4.12603 0.14198 3.30067  0.64
C7 1.59865 -0.04447 1.49018  -0.55
C8 0.86802 -0.51893 0.07605  -0.10
Br2 0.66459 0.88422 3.00216  0.72
H1 2.72062 -5.37946 2.85175  0.10
H2 4.90771 -3.77966 -1.54387  0.17
H3 6.03665 -1.36152 -2.45665  0.13
H4 6.17320 1.34327 -0.39584  0.12
H5 4.74635 1.58960 0.42276  0.09
H6 -0.11534 0.11040 -0.14195  0.10
H7 1.57963 -0.34005 -0.86581  0.10
H8 0.58339 -1.67524 0.15615  0.11
C9 0.64056 5.45663 -0.10631  0.00
C10 -0.48017 4.45536 -0.16340  -0.53
O1 -0.85994 3.95869 -1.22222  0.01
N4 -1.08036 4.10140 1.00765  0.00
C11 -0.77953 4.56969 2.34062  -0.08
H9 1.02062 5.64012 -1.11597  0.08
H10 0.27598 6.40284 0.30263  0.09
H11 1.45907 5.06686 0.50508  0.08
H12 -1.82501 3.42427 0.89157  0.14
H13 -0.50842 3.70427 2.95071  0.04
H14 -1.68251 5.03003 2.74984  0.09
H15 0.03567 5.29370 2.35416  0.08
C12 -0.35702 4.39110 -3.93948  -0.04
C13 -0.59330 4.70174 -5.39190  -0.55
O2 -1.31309 5.63094 -5.75312  0.02
N5 0.01954 3.91542 -6.32088  0.00
C14 0.89388 2.78759 -6.09697  -0.08
H16 -0.91008 5.10158 -3.31748  0.08
H17 -0.71181 3.38258 -3.71041  0.08
H18 0.70722 4.48343 -3.70595  0.08
H19 -0.18554 4.18378 -7.27607  0.14
H20 1.85487 3.00458 -6.57032  0.08
H21 0.44669 1.91212 -6.57480  0.06
H22 1.04854 2.58386 -5.03702  0.08
C15 -1.54044 -1.38174 7.92151  -0.01
C16 -1.10204 -0.86831 6.57762  -0.54
O3 -1.90411 -0.45590 5.74180  0.00
N6 0.23160 -0.86926 6.29782  0.00
C17 1.31894 -1.30933 7.14082  -0.08
H23 -2.63013 -1.31960 8.00055  0.09
H24 -1.24505 -2.42817 8.03639  0.09
H25 -1.10140 -0.77192 8.71588  0.09
H26 0.45142 -0.51017 5.37630  0.06
H27 1.99457 -0.46348 7.29159  0.08
H28 1.85206 -2.10709 6.61726  0.08
H29 0.97447 -1.67632 8.10806  0.08
C18 -1.24341 -2.37535 -6.40247  -0.02
C19 -0.60187 -1.21716 -7.11582  -0.55
O4 0.55834 -0.87484 -6.89511  0.01
N7 -1.34839 -0.53897 -8.03213  0.00
C20 -2.71575 -0.78631 -8.42680  -0.08
H30 -0.52748 -2.81774 -5.70299  0.08
H31 -2.11208 -2.03020 -5.83524  0.09
H32 -1.53903 -3.14151 -7.12447  0.09
H33 -0.85124 0.22680 -8.47135  0.14
H34 -2.72748 -0.98589 -9.50137  0.09
H35 -3.29617 0.11697 -8.22201  0.09
H36 -3.15697 -1.63010 -7.89553  0.08
C21 -2.98442 -2.76533 4.34782  -0.02
C22 -2.94363 -3.96810 3.44587  -0.55
O5 -2.07517 -4.11250 2.58743  0.00
N8 -3.90990 -4.91618 3.60188  0.00
C23 -5.00421 -4.92691 4.54474  -0.08
H37 -2.15209 -2.09713 4.10644  0.07
H38 -3.91987 -2.21890 4.20010  0.10
H39 -2.88534 -3.07715 5.39119  0.08
H40 -3.81853 -5.69558 2.96104  0.14
H41 -4.91171 -5.82482 5.16107  0.08
H42 -5.93836 -4.97316 3.97907  0.09
H43 -5.01084 -4.04500 5.18591  0.08

Atoms 1-3, force components in eV/Å:
C 2.312 7.082 -6.647
C 0.576 -5.023 6.304
C -1.030 -2.431 0.766


| no. | strongest force on any atom (eV/A) |
| --- | --- |
| 1 | 2.4 |
| 2 | 5.9 |
| 3 | 3.8 |
| 4 | 10.0 |